1.
Density functional theory data (ωB97M-V with the def2-TZVPD basis set) for a 7-piece molecular cluster, C26H66O4 overall at a distorted geometry.

- SMILES = CCCCCC.CCCCCC.CCCCCC.CCO.CCO.CCO.CCO
- M (g/mol) = 442.8
- energy above the lowest of the compared OMol25 structures with the same formula, charge and spin (kJ/mol) = 19.3
- HOMO (eV) = -9.528

```
! wB97M-V def2-TZVPD RIJCOSX def2/J DEFGRID3
* xyz 0 1
C -3.3807 -2.3389 1.3910
C -2.7127 -2.1849 0.0300
C -2.0157 -3.5019 -0.4530
C -1.5607 -3.5009 -1.8700
C -0.7817 -4.8009 -2.3170
C -0.5397 -4.8459 -3.9210
H -4.0517 -1.4339 1.7560
H -2.7737 -2.7419 2.1390
H -3.9537 -3.1299 1.3310
H -2.0347 -1.3489 -0.0620
H -3.3937 -2.0469 -0.7460
H -2.5907 -4.3269 -0.1090
H -1.1727 -3.8429 0.1910
H -1.0967 -2.5119 -2.1160
H -2.4627 -3.5669 -2.4840
H -1.0627 -5.7209 -1.8110
H 0.2883 -4.7209 -1.8780
H -1.5527 -4.8949 -4.4230
H 0.0703 -5.6169 -4.4240
H -0.0437 -3.9479 -4.2130
C 0.9243 -0.4549 -3.9370
C 0.7273 1.0671 -3.7300
C -0.5507 1.6821 -4.5210
C -0.7007 3.2111 -4.1830
C -1.6007 3.5371 -3.0090
C -1.9427 4.9781 -2.8980
H 1.7743 -0.6439 -3.5380
H 1.1593 -0.6779 -5.0200
H -0.0007 -0.6979 -3.8520
H 1.5923 1.5351 -4.1310
H 0.4623 1.4171 -2.7490
H -1.5957 1.0971 -4.5520
H -0.3257 1.5371 -5.5190
H -1.1487 3.5891 -5.0440
H 0.2093 3.8081 -4.2670
H -1.2797 2.8401 -2.0050
H -2.5847 3.1221 -3.1390
H -2.2887 5.1211 -1.9910
H -2.6757 5.4211 -3.7680
H -1.0657 5.5731 -2.9960
C -0.6667 -4.8229 4.0290
C 0.7773 -5.4189 4.0650
C 1.3113 -5.6749 2.6750
C 1.6563 -4.4389 1.8740
C 2.0793 -4.7719 0.4580
C 2.6343 -3.6709 -0.3740
H -1.1097 -4.7799 4.9650
H -1.3417 -5.2089 3.0480
H -0.6967 -3.7429 3.7610
H 0.5833 -6.3269 4.7000
H 1.4653 -4.7229 4.5170
H 0.4613 -6.1279 2.1900
H 2.1663 -6.3189 2.7740
H 2.4093 -3.9589 2.3390
H 1.0343 -3.6659 1.7970
H 1.2493 -5.3859 -0.0440
H 2.9873 -5.3969 0.6980
H 3.5133 -3.2069 -0.1290
H 1.9453 -2.8349 -0.3080
H 3.0273 -4.0159 -1.3140
C 1.6133 5.9101 1.1050
C 0.6253 6.5441 -0.0770
O 0.7393 7.8541 -0.0450
H 1.5463 4.9351 0.7950
H 1.5593 6.0861 2.0240
H 2.6653 6.3061 1.1090
H -0.3517 6.0831 0.1110
H 1.0593 6.2501 -0.9110
H 0.2653 8.0621 -0.8080
C -1.6117 3.5541 1.0310
C -2.3597 2.5591 1.9340
O -3.2737 3.2371 2.6600
H -1.1147 2.8921 0.4250
H -0.9267 4.0851 1.3950
H -2.3157 4.0721 0.1990
H -1.5247 1.9151 2.5330
H -3.0557 1.8011 1.4870
H -3.6847 2.6401 3.2370
C 2.2463 3.6101 5.2100
C 2.2963 3.2351 3.7580
O 1.0863 2.5721 3.3320
H 1.4553 4.4121 5.1670
H 3.1523 3.8321 5.6780
H 2.0123 2.5111 5.4670
H 3.1343 2.5251 3.5960
H 2.6033 4.0581 2.9410
H 1.2113 2.2881 2.3970
C 0.5933 -0.1649 0.1370
C 1.9593 0.5691 0.0500
O 1.8253 1.8981 0.5730
H -0.1937 0.8021 -0.1040
H 0.6383 -0.4809 1.2280
H 0.4873 -0.9949 -0.4300
H 2.5943 0.5551 -0.9490
H 2.7293 -0.0749 0.5050
H 2.5653 2.5121 0.3580
*
```

***

2.
Density functional theory data (ωB97M-V with the def2-TZVPD basis set) for a 7-piece molecular cluster, C26H67ClN5O10 overall at a distorted geometry.

- M (g/mol) = 645.3
- energy above the lowest of the compared OMol25 structures with the same formula, charge and spin (kJ/mol) = 0.0
- HOMO (eV) = -5.858

```
! wB97M-V def2-TZVPD RIJCOSX def2/J DEFGRID3
* xyz -1 1
Cl -0.4482 1.8203 -1.5406
O -0.3078 0.4998 -0.9759
O -0.6217 2.8613 -0.5546
O 0.7716 2.0447 -2.3037
O -1.6011 1.8625 -2.3984
C -1.9803 5.8398 -0.8690
O -0.9323 5.6342 0.0764
H -1.6093 6.4963 -1.6615
H -2.2686 4.8691 -1.2698
H -2.7617 6.3936 -0.3480
H -0.5755 4.7438 -0.0117
C 3.0872 -0.5168 -4.2711
C 2.5160 -1.6158 -3.3854
C 3.3644 -2.8973 -3.4576
O 3.3302 -3.4975 -4.7355
C 4.0943 -4.6986 -4.7507
N 2.4677 -1.0845 -2.0167
H 3.4076 -0.8453 -5.2624
H 3.9201 0.0277 -3.8145
H 2.3115 0.2515 -4.3324
H 1.4735 -1.7251 -3.6928
H 3.0000 -3.5695 -2.6708
H 4.4086 -2.6815 -3.1944
H 4.3253 -4.8625 -5.8007
H 3.5880 -5.5670 -4.3202
H 4.9824 -4.5270 -4.1349
H 3.1731 -0.3594 -2.0237
H 1.6040 -0.5994 -1.8069
C 4.0289 3.0096 -1.4861
C 3.5357 2.7878 -0.0603
C 2.3576 3.6893 0.3321
O 1.9638 3.4952 1.6846
C 1.0088 4.4685 2.1079
N 3.0367 1.3887 0.0424
H 4.8735 2.3231 -1.5734
H 4.4269 4.0196 -1.5877
H 3.2702 2.7359 -2.2168
H 4.3199 2.8885 0.6932
H 1.4843 3.5037 -0.3007
H 2.6884 4.7241 0.1617
H 1.4791 5.4533 2.0723
H 0.8749 4.2009 3.1563
H 0.0505 4.4539 1.5891
H 2.2831 1.2791 -0.6351
H 2.5489 1.3891 0.9369
C -4.0100 1.3271 0.2392
C -3.8992 -0.1508 -0.1796
C -4.7406 -1.0824 0.6879
O -4.6547 -2.4029 0.2063
C -4.8508 -3.3268 1.2551
N -4.1878 -0.2896 -1.6147
H -3.3952 2.0202 -0.3300
H -3.6908 1.3365 1.2883
H -5.0531 1.6518 0.1810
H -2.8485 -0.4137 -0.0428
H -5.7781 -0.7235 0.7198
H -4.3340 -0.9320 1.6931
H -5.2017 -4.2630 0.8232
H -5.5156 -2.9677 2.0469
H -3.9013 -3.5135 1.7755
H -3.4310 0.2430 -2.0484
H -4.9447 0.3421 -1.8819
C -0.2996 -3.1780 -1.5216
C -1.5924 -2.5389 -1.9924
C -1.5203 -1.9418 -3.4013
O -2.7923 -1.4715 -3.7946
C -2.6950 -0.8915 -5.0623
N -2.6774 -3.5698 -1.9963
H 0.5135 -2.4452 -1.5603
H 0.0036 -3.9714 -2.2159
H -0.2997 -3.5780 -0.5080
H -1.8094 -1.7820 -1.2395
H -1.1926 -2.7767 -4.0396
H -0.7890 -1.1303 -3.4860
H -2.1822 0.0823 -5.0720
H -3.6897 -0.7371 -5.4779
H -2.0699 -1.4078 -5.8049
H -2.5162 -4.0265 -1.0953
H -2.2473 -4.3092 -2.5644
C 2.6137 0.2529 3.8839
C 1.6171 -0.8677 4.2976
C 1.0158 -0.5400 5.6635
C 0.0420 0.6281 5.6544
C -1.0561 0.4293 4.6270
C -0.6268 -0.0468 3.2314
N 0.5277 -0.9498 3.3392
O 0.9661 -1.4346 2.0698
C -1.7846 -0.8073 2.5883
C -0.3603 1.2101 2.3796
C 2.4090 -2.1498 4.4916
H 3.2471 -0.0564 3.0460
H 3.3237 0.5051 4.6750
H 2.1475 1.1708 3.5222
H 0.4558 -1.3769 6.0931
H 1.8745 -0.3574 6.3148
H 0.5985 1.5124 5.3300
H -0.3764 0.6768 6.6596
H -1.4579 1.4440 4.5673
H -1.8246 -0.2448 5.0148
H -2.0666 -1.6945 3.1551
H -2.6029 -0.0905 2.6657
H -1.4599 -1.0726 1.5839
H -0.0326 0.9588 1.3684
H -1.2981 1.7690 2.3009
H 0.2828 1.9939 2.7803
H 2.9319 -2.4513 3.5815
H 1.7082 -2.9485 4.7493
H 3.1765 -2.1401 5.2660
H 1.3515 -0.6108 1.7240
*
```

***

3.
Density functional theory data (ωB97M-V with the def2-TZVPD basis set) for C26H69O9Zn as an isolated structure at a distorted geometry.

- M (g/mol) = 591.2
- energy above the lowest of the compared OMol25 structures with the same formula, charge and spin (kJ/mol) = 294.6
- HOMO (eV) = -11.635

```
! wB97M-V def2-TZVPD RIJCOSX def2/J DEFGRID3
* xyz 1 1
Zn 3.5905 -4.8275 1.1175
C 3.0355 -2.5814 4.3030
C 3.6331 -2.3836 2.9223
O 4.2508 -3.5207 2.3463
H 2.2826 -3.3684 4.1709
H 2.6480 -1.6194 4.6267
H 3.7008 -3.0162 5.0494
H 4.4586 -1.6545 2.9982
H 2.9664 -1.8529 2.2405
C -0.2145 -5.2815 4.0426
C -0.2885 -6.7049 3.5192
C -1.7061 -7.1483 3.2503
O 0.4411 -6.7951 2.2601
H -0.6189 -5.1932 5.0520
H -0.5992 -4.5107 3.3730
H 0.8219 -4.9541 4.2082
H 0.2387 -7.3756 4.1976
H -2.2724 -6.3893 2.7007
H -2.2615 -7.4506 4.1370
H -1.7335 -7.9878 2.5512
H 0.0138 -6.1638 1.6651
C 0.6913 -1.1824 0.9767
C 0.3348 -1.2849 -0.5048
C 1.5938 -1.4006 -1.3686
O -0.4721 -2.4436 -0.7328
H 1.4232 -0.3878 1.1371
H 1.1670 -2.1070 1.3100
H -0.2047 -0.9514 1.5548
H -0.0810 -0.3160 -0.7971
H 1.9299 -2.4413 -1.4496
H 2.3897 -0.8247 -0.8995
H 1.3772 -1.1055 -2.3936
H -1.2727 -2.2666 -0.2193
C 8.2986 -1.7312 1.3933
C 7.9312 -3.2258 1.4993
C 9.2025 -4.0345 1.5553
O 7.2277 -3.4065 2.7360
H 9.2006 -1.6395 0.7815
H 8.5092 -1.2898 2.3676
H 7.5710 -1.0600 0.9276
H 7.3403 -3.5313 0.6284
H 9.7286 -3.9315 0.6100
H 9.0007 -5.0570 1.8778
H 9.8394 -3.6243 2.3457
H 6.2949 -3.1829 2.6510
C 6.6741 -3.7320 6.0115
C 7.8424 -2.7390 6.1608
C 8.4787 -2.8046 7.5401
O 8.8752 -3.0483 5.2213
H 5.9338 -3.4333 5.2656
H 6.1562 -3.8940 6.9582
H 7.1061 -4.6542 5.6171
H 7.5052 -1.7210 5.9179
H 9.3853 -2.2139 7.6481
H 8.7704 -3.8449 7.7070
H 7.7563 -2.5093 8.3024
H 8.4529 -3.1476 4.3552
C 4.1741 -6.2874 4.6273
C 4.1943 -6.9039 3.2373
C 3.7465 -8.3628 3.3617
O 3.1692 -6.2280 2.4202
H 4.7057 -6.8843 5.3639
H 3.1431 -6.1362 4.9543
H 4.6227 -5.2917 4.5863
H 5.1413 -6.7412 2.7257
H 4.5842 -8.9100 3.7997
H 3.5739 -8.8601 2.4033
H 2.8409 -8.4833 3.9541
H 2.2862 -6.5999 2.6324
C 6.0000 1.3612 2.9236
C 4.6742 1.2843 2.1789
C 4.3387 2.5952 1.5010
O 4.8136 0.2830 1.1323
H 6.0049 2.3604 3.3826
H 6.9135 1.3520 2.3348
H 6.0532 0.6660 3.7649
H 3.8984 0.9526 2.8776
H 3.3382 2.5655 1.0718
H 5.0773 2.8791 0.7487
H 4.4071 3.4366 2.1943
H 5.1763 -0.4991 1.5578
C 3.9579 0.2669 6.9214
C 2.9456 0.0263 8.0235
C 1.5763 0.6833 7.8076
O 2.7506 -1.4028 8.1623
H 4.0885 1.3542 6.8801
H 3.6064 -0.1827 5.9934
H 4.9689 -0.1002 7.1183
H 3.2923 0.4419 8.9762
H 1.6782 1.6904 7.3999
H 1.1304 0.9015 8.7852
H 0.8372 0.0298 7.3474
H 3.5099 -1.8093 7.7419
C -0.4168 -1.7334 5.0955
C -1.6366 -0.9770 4.6043
C -1.8514 0.3714 5.2999
O -1.5368 -0.7144 3.2044
H -0.3918 -2.7322 4.6608
H -0.3839 -1.7616 6.1821
H 0.5014 -1.2678 4.7293
H -2.5538 -1.5429 4.8008
H -2.7462 0.9109 4.9678
H -1.0376 1.0474 5.0207
H -2.0116 0.3181 6.3787
H -1.9181 0.1312 2.9689
*
```

***

4.
Density functional theory data (ωB97M-V with the def2-TZVPD basis set) for a 8-piece molecular cluster, C26H70N6O9P overall at a distorted geometry.

- M (g/mol) = 641.9
- HOMO (eV) = -10.932

```
! wB97M-V def2-TZVPD RIJCOSX def2/J DEFGRID3
* xyz 1 1
C 0.8520 -1.0839 1.6540
C 1.3545 0.1169 2.4744
C 0.2500 0.9574 3.1827
C -1.1896 0.7732 2.6681
C -2.1654 1.5155 3.6428
N -1.4406 1.1354 1.2635
C -0.9118 2.0287 0.4129
C 0.2109 2.9820 0.7056
C 0.8218 3.5407 -0.6205
C 2.0673 2.7533 -1.1199
C 1.9655 1.2126 -1.0778
C 1.2992 0.5536 -2.3131
C 1.4636 -0.9856 -2.1370
C 1.1275 -1.7935 -3.4022
C -0.3673 -1.7917 -3.7984
O -0.4936 -1.1652 -5.0630
C -1.8098 -1.2891 -5.5919
N -1.5239 2.0110 -0.7479
C -2.4939 1.0836 -0.6554
N -3.3386 0.8142 -1.6647
P -3.1890 1.7661 -3.1355
N -1.8947 1.5289 -3.9753
N -2.4361 0.5588 0.5469
C -3.4165 -0.4719 0.9115
C -4.7694 0.2361 1.2456
O -4.9179 0.3802 2.6631
C -6.0027 -0.4617 0.6199
N -6.0381 -1.9294 0.7654
H 0.5416 -1.9079 2.3100
H 1.7213 -1.4779 1.1114
H 0.1038 -0.8403 0.8885
H 2.0264 0.7798 1.9141
H 1.9825 -0.3016 3.2723
H 0.4910 2.0293 3.1984
H 0.2292 0.6521 4.2380
H -1.4213 -0.2935 2.7802
H -2.7637 2.2579 3.1015
H -1.6157 1.9598 4.4793
H -2.8725 0.8046 4.0849
H -0.2217 3.7960 1.3045
H 1.0425 2.5519 1.2593
H 1.1838 4.5460 -0.3482
H 0.0667 3.6989 -1.3963
H 2.9552 3.1430 -0.6047
H 2.1953 3.0246 -2.1807
H 3.0017 0.8332 -1.0497
H 1.4756 0.8112 -0.1831
H 0.2222 0.7535 -2.2484
H 1.7667 0.8946 -3.2427
H 2.4943 -1.2476 -1.8530
H 0.8024 -1.3118 -1.3180
H 1.7170 -1.5054 -4.2811
H 1.3843 -2.8482 -3.2041
H -0.6934 -2.8452 -3.9234
H -1.0260 -1.3564 -3.0178
H -2.0601 -0.3134 -6.0322
H -2.5410 -1.4737 -4.7905
H -1.8699 -2.0418 -6.3919
H -4.0348 0.0900 -1.5531
H -4.3095 1.4585 -3.9448
H -3.2187 3.1331 -2.7479
H -1.2923 0.8434 -3.5272
H -3.5493 -1.2162 0.1167
H -3.1583 -1.0291 1.8181
H -4.7568 1.2678 0.8460
H -5.4001 1.2118 2.7710
H -6.0824 -0.1275 -0.4271
H -6.8945 -0.0618 1.1292
H -5.5302 -2.1438 1.6215
H -5.5266 -2.3104 -0.0256
C 2.6462 -3.6564 3.5922
O 3.1810 -2.5737 2.8286
H 2.0415 -4.2766 2.9320
H 3.4521 -4.2531 4.0086
H 2.0194 -3.2707 4.4007
H 3.7136 -2.0379 3.4290
C 4.3126 -5.7711 6.7854
O 3.5604 -4.6887 6.2378
H 4.6377 -6.4096 5.9673
H 5.1894 -5.3923 7.3154
H 3.6929 -6.3535 7.4704
H 3.2803 -4.1340 6.9735
C -2.1406 -4.3723 -0.9416
O -3.2412 -3.6494 -0.3824
H -1.2271 -4.0300 -0.4609
H -2.2633 -5.4412 -0.7605
H -2.0733 -4.1859 -2.0156
H -4.0405 -3.9656 -0.8178
C -3.4608 6.5453 -3.9354
O -3.7002 5.8168 -2.7306
H -4.3823 6.5644 -4.5115
H -3.1615 7.5693 -3.7032
H -2.6794 6.0580 -4.5231
H -2.8758 5.8110 -2.2330
C 3.8888 -1.7928 -6.7493
O 2.8135 -1.0550 -6.1757
H 4.8158 -1.4624 -6.2868
H 3.7562 -2.8619 -6.5635
H 3.9405 -1.6112 -7.8253
H 1.9991 -1.3564 -6.5941
C 1.8021 5.5706 2.6634
O 1.6664 4.2103 3.0762
H 0.8193 5.9432 2.3821
H 2.1933 6.1761 3.4827
H 2.4723 5.6393 1.8031
H 2.5443 3.8981 3.3223
C 6.9802 -1.5438 2.5263
O 6.4284 -1.4901 3.8404
H 6.9546 -0.5421 2.1038
H 8.0152 -1.8902 2.5656
H 6.3911 -2.2148 1.8964
H 6.4594 -2.3832 4.1997
*
```

***

> What is the M in the fourth record?

641.9 g/mol

***

> Number 2 is which compound?

C26H67ClN5O10